Formula: C34H13F18OSi
Source: OMol25
Level of theory: wB97M-V/def2-TZVPD

XYZ file:
```
67
C34H13F18OSi (wB97M-V/def2-TZVPD)
C 1.021 -2.053 -1.233
C 0.163 -1.009 -0.613
C -0.918 -0.397 -1.187
O 0.417 -0.850 0.711
Si 1.081 0.413 1.611
C -0.264 1.109 2.709
C -0.324 2.413 3.214
F 0.620 3.322 2.863
C -1.355 2.831 4.049
F -1.397 4.112 4.462
C -2.360 1.942 4.423
F -3.357 2.335 5.234
C -2.326 0.641 3.933
F -3.277 -0.246 4.270
C -1.289 0.248 3.098
F -1.306 -1.040 2.666
C 2.360 -0.280 2.808
C 3.312 0.490 3.490
F 3.399 1.823 3.239
C 4.216 -0.054 4.398
F 5.131 0.738 4.991
C 4.200 -1.422 4.663
F 5.060 -1.966 5.545
C 3.286 -2.222 3.988
F 3.256 -3.551 4.205
C 2.387 -1.646 3.096
F 1.503 -2.481 2.491
C 1.767 1.577 0.335
C 1.109 2.662 -0.258
F -0.208 2.891 0.024
C 1.716 3.501 -1.183
F 1.031 4.539 -1.715
C 3.030 3.260 -1.588
F 3.643 4.093 -2.452
C 3.699 2.154 -1.066
F 4.952 1.870 -1.465
C 3.064 1.354 -0.127
F 3.758 0.281 0.349
H 0.631 -2.365 -2.208
H 2.038 -1.629 -1.367
H 1.098 -2.916 -0.551
H -1.444 0.394 -0.655
H -1.376 -0.876 -2.030
F -5.646 4.157 -5.115
C -4.607 4.101 -4.219
C -4.397 5.179 -3.355
C -3.353 5.056 -2.425
F -3.127 6.095 -1.551
C -2.482 3.988 -2.418
C -2.636 2.975 -3.391
C -1.603 1.987 -3.434
C -1.174 1.371 -4.642
C -0.431 0.146 -4.608
C -0.336 -0.618 -5.760
C -0.803 -0.127 -6.996
C -1.259 1.192 -7.052
F -1.605 1.735 -8.272
C -1.491 1.951 -5.918
C -3.771 2.999 -4.270
H -4.986 6.093 -3.436
H -1.608 3.951 -1.755
H -1.021 1.809 -2.524
H -0.031 -0.183 -3.634
H 0.077 -1.629 -5.710
H -0.847 -0.739 -7.898
H -1.973 2.925 -5.986
H -3.961 2.198 -4.982
```

Its total charge is +1. Its frontier orbital gap is 5.356 eV. Its HOMO energy is -11.76 eV. As for the LUMO energy: -6.41 eV. Its strongest force on any atom is 2.07 eV Å⁻¹.



Formula: C34H15F15GeN5OS7Sr
Source: OMol25
Level of theory: wB97M-V/def2-TZVPD

XYZ file:
```
79
C34H15F15GeN5OS7Sr (wB97M-V/def2-TZVPD)
Sr 1.087 -2.548 2.887
C -2.972 -0.798 1.495
C -1.719 -1.099 2.263
N -1.134 -2.284 2.142
N -1.644 -3.239 1.283
C -1.179 -4.572 1.371
N -1.880 -5.328 0.420
S 0.833 -4.613 0.938
C -1.086 -0.129 3.094
C -1.640 1.154 3.377
C -0.945 2.081 4.099
C 0.367 1.752 4.606
C 0.825 0.490 4.357
N 0.172 -0.458 3.653
H -2.839 -1.078 0.440
H -3.216 0.260 1.505
H -3.829 -1.361 1.886
H -2.407 -3.011 0.672
H -1.596 -6.293 0.419
H -1.794 -4.971 -0.539
H -2.629 1.407 3.014
H -1.384 3.056 4.290
H 0.961 2.457 5.177
H 1.796 0.186 4.760
S 1.323 -10.305 2.276
C 1.320 -8.638 2.369
S 1.509 -7.766 3.825
C 1.338 -6.127 3.229
C 1.128 -6.084 1.894
S 1.463 -5.049 -0.952
S 1.087 -7.610 1.030
S 1.450 -4.881 4.454
O 2.967 -2.101 1.927
N 3.419 -1.222 1.062
C 3.406 -1.534 -0.242
C 3.939 -0.654 -1.165
C 4.458 0.549 -0.748
C 4.392 0.873 0.595
C 3.865 -0.031 1.490
H 2.963 -2.499 -0.483
H 3.917 -0.932 -2.211
H 4.886 1.243 -1.459
H 4.733 1.830 0.964
H 3.773 0.134 2.550
F 0.828 4.675 -2.135
C 0.104 4.571 -1.005
C -0.511 3.394 -0.643
C -1.293 3.452 0.498
F -2.011 2.394 0.876
C -1.417 4.590 1.277
F -2.174 4.607 2.372
C -0.752 5.729 0.894
F -0.850 6.839 1.623
C 0.001 5.728 -0.254
F 0.620 6.854 -0.635
Ge -0.385 1.586 -1.506
S 0.395 0.100 -0.269
C 0.736 1.832 -3.164
C 0.421 1.342 -4.416
F -0.793 0.845 -4.695
C 1.320 1.329 -5.471
F 0.971 0.860 -6.672
C 2.585 1.822 -5.283
F 3.459 1.829 -6.288
C 2.944 2.325 -4.054
F 4.176 2.831 -3.888
C 2.027 2.311 -3.020
F 2.447 2.824 -1.858
C -2.254 1.454 -2.213
C -2.998 0.288 -2.124
F -2.483 -0.830 -1.628
C -4.318 0.213 -2.547
F -5.011 -0.918 -2.442
C -4.918 1.321 -3.089
F -6.183 1.264 -3.500
C -4.210 2.489 -3.216
F -4.795 3.561 -3.765
C -2.898 2.533 -2.784
F -2.261 3.700 -2.990
```

Its total charge is -2. Its frontier orbital gap (spin up / spin down) is 3.894 / 4.663 eV. Its HOMO energy (spin up / spin down) is -0.44 / -1.21 eV. As for the LUMO energy (spin up / spin down): 3.45 / 3.45 eV. Its spin multiplicity is 2. The calculation puts the energy above the lowest of the compared OMol25 structures with the same formula, charge and spin at 100.9 kcal/mol. Its strongest force on any atom is 2.61 eV Å⁻¹.